14
Properties=species:S:1:pos:R:3:forces:R:3 method="wB97M-V/def2-TZVPD" fmax_ev_per_a=1.5 e_tot_ev=-9846.105 multiplicity=1 lumo_ev=0.72 smiles="O=CCCNC=O" homo_ev=-9.9 homo_lumo_gap_ev=10.62
C -0.581121 0.976591 -0.266259 0.53 -0.47 0.08
H 0.144727 1.663079 0.165520 0.01 0.00 0.13
C -1.969526 1.388228 0.116258 -0.28 -0.20 -0.58
H 1.803087 -1.276758 1.427066 0.29 -0.04 -0.01
H -0.434381 1.022968 -1.347022 -0.40 0.27 -0.18
H -0.134655 -0.543213 1.173696 -0.50 -0.41 0.49
H 1.331734 -0.932643 -1.380460 -0.95 0.31 -0.36
C -0.270961 -0.491337 0.106697 0.44 1.01 -0.88
N 1.005673 -0.898339 -0.423391 1.37 -0.51 0.20
O 3.136782 -1.594344 -0.102532 0.14 -0.02 0.15
C 2.063404 -1.278622 0.350023 -0.65 0.08 0.23
H -1.064509 -1.122557 -0.290360 -0.12 -0.21 0.40
H -2.760844 0.636163 -0.110696 0.07 0.04 0.12
O -2.269411 2.450784 0.581460 0.05 0.16 0.21

10
Properties=species:S:1:pos:R:3:forces:R:3 method="wB97M-V/def2-TZVPD" fmax_ev_per_a=3.8 e_tot_ev=-87110.976 multiplicity=1 lumo_ev="3.58 / 3.58" total_charge=-1 homo_ev="-3.1 / -3.1" homo_lumo_gap_ev="6.70 / 6.70"
H -2.055483 -0.435019 0.241951 -1.99 0.33 1.64
S 1.977825 -0.540957 0.235689 -1.58 -0.70 2.00
C -0.251108 0.956412 0.209947 0.33 -1.90 -0.94
O 2.532058 -0.343260 1.622540 -0.78 -0.81 -2.21
Br 0.494615 1.992894 -1.355821 -0.60 -0.05 0.36
H -0.576286 -1.169757 -0.168684 -0.75 1.12 -0.42
H -1.473361 -0.089601 -1.344893 0.36 -0.15 1.00
O 1.264845 -1.853408 -0.047776 1.62 2.23 0.77
H -0.729978 1.681032 0.863871 0.31 0.10 0.06
C -1.183127 -0.198335 -0.256825 3.08 -0.16 -2.27

88
Properties=species:S:1:pos:R:3:forces:R:3 method="wB97M-V/def2-TZVPD" fmax_ev_per_a=5.2 e_tot_ev=-46007.172 multiplicity=2 lumo_ev="2.24 / 2.24" total_charge=-1 homo_ev="0.5 / -7.0" homo_lumo_gap_ev="1.78 / 9.23"
C 2.254821 -0.076379 3.542543 -0.06 -0.07 -0.29
H 3.183591 -0.302499 3.018763 0.20 -0.84 0.24
C -3.616669 -1.763629 1.357853 -0.17 0.90 0.99
H 5.161381 2.216221 4.785233 0.03 0.23 -0.18
H 1.049441 -1.935569 -1.488347 -0.12 0.06 0.21
H -3.105989 0.857211 -0.434617 -0.13 0.26 1.22
H -1.410869 3.085131 1.495943 0.14 0.76 0.42
H -0.340599 -0.159519 -2.146787 0.09 0.31 0.10
O 1.678661 1.144401 -1.598257 1.48 0.03 -1.26
H -2.312799 -0.585589 -3.623597 0.37 -0.15 0.31
C 1.221451 -1.231809 3.673343 1.64 0.99 -0.83
H 0.412531 -1.884399 -4.113657 0.20 0.05 0.06
H -4.324469 -0.046079 2.257483 -0.04 0.02 0.97
H -0.417269 -4.769169 0.230403 0.49 -0.12 -0.09
H -4.021939 0.936591 -5.158097 0.04 0.94 0.23
H -1.231869 2.287621 4.606263 0.26 -0.20 0.23
N -0.314539 0.267391 -1.231817 -2.50 -1.48 -0.70
H -2.856239 2.279971 -1.293027 0.05 0.40 -0.34
H -4.094589 0.825151 -2.602977 0.83 -0.03 0.32
H -1.052069 0.009801 -0.591677 0.17 0.01 0.11
H 2.507541 0.273751 4.543363 0.05 0.08 -0.11
H 5.783541 1.789871 2.083493 -0.13 -0.46 0.10
H 1.852511 -3.994549 0.172703 0.81 0.67 0.17
H 5.792021 0.432111 -2.632587 0.30 -0.50 -0.01
H 0.857031 -1.564609 2.701463 -0.24 0.13 0.00
H 4.285691 0.305921 -0.013537 -0.19 0.08 0.11
H -1.152289 -2.784149 -5.654737 -0.33 0.39 0.03
H -1.543279 -5.008259 -4.121517 0.34 -0.33 -1.07
C 5.414991 -0.171179 -1.806767 -1.24 -0.37 0.89
C -1.264229 -2.864869 -4.573507 1.29 -0.35 1.47
C 0.786331 0.867661 -0.814827 0.73 0.38 -0.76
O -0.510709 -1.784659 -3.870167 -0.94 -0.80 -1.09
C 5.415651 2.479521 2.843203 1.66 0.67 -0.65
H 4.517321 -0.732699 -2.065587 -0.10 0.14 -0.74
H 1.962601 0.783701 2.940063 -0.86 0.09 0.39
C 4.970011 0.794111 -0.707417 0.69 0.29 -0.79
H -1.675499 2.125691 -5.792407 0.00 0.47 0.14
H 1.722091 1.508661 0.835743 -0.13 0.15 -0.46
C -1.398329 1.539041 2.733733 -0.32 2.55 -0.14
H -3.493659 -1.166859 0.454063 0.50 0.08 -0.24
C -1.928329 1.741861 -4.804047 -0.66 -0.69 -0.44
H -0.839079 0.589601 4.285413 -0.08 -0.04 1.09
O -3.101899 -0.046689 -3.715827 0.16 -0.84 -1.35
H 3.563581 2.547221 2.100593 -0.39 0.23 -0.71
O 0.157591 -0.813599 4.498123 0.00 -0.74 0.15
H -1.019589 -3.157879 0.399143 0.03 0.21 0.01
H -0.156639 -3.832279 1.723313 0.24 -0.11 0.03
N -1.249419 1.471081 4.012083 -0.04 -3.89 3.45
H 4.653021 3.770151 1.311573 -0.33 0.16 0.13
O -4.514189 1.131931 -1.795877 -1.77 1.15 0.99
H 1.765941 -2.067339 4.113253 -0.19 -0.19 0.12
C -4.711859 -1.057929 2.138343 -0.09 0.45 -1.24
H -0.777399 -4.113389 -2.994977 0.62 0.10 0.25
C -4.361219 2.656381 0.186283 -0.67 -1.35 -0.74
N 0.855521 1.150491 0.460393 0.81 0.81 2.90
H 5.867441 1.103631 -0.171757 -0.13 0.16 0.29
H -1.051129 3.347901 3.284653 0.19 1.33 -1.03
O 4.453741 1.978851 -1.285817 0.48 0.39 0.39
H -4.958119 3.362331 -0.391157 0.21 0.27 -0.01
H 6.296311 3.086851 3.052213 0.19 0.22 0.37
H -2.250129 2.501131 -4.091267 -0.06 0.12 -0.27
O -1.556739 0.686331 1.881673 -0.08 -2.10 -1.05
C -0.162709 -3.789239 0.634183 -0.21 1.18 -0.39
C -0.763829 -4.247639 -4.076597 -0.86 1.38 1.32
H -5.535109 -0.870889 1.448873 -0.51 -0.35 0.08
H -1.025519 1.293011 -4.389837 0.05 -0.12 -0.05
H -2.837059 0.100831 -5.910997 0.75 -1.13 0.45
H -3.698189 3.164751 0.886323 0.07 -0.15 -0.21
H -5.093659 2.068981 0.739993 0.03 0.02 0.31
C 1.149821 -3.168019 0.067003 -1.45 -0.68 -0.71
H 6.047971 -0.956499 -1.393617 0.63 0.28 -0.25
C -2.991479 0.633501 -4.972637 -0.31 1.27 0.59
N -1.320149 2.820451 2.466413 -0.39 2.33 -2.69
C -3.656749 1.719701 -0.809937 1.12 -0.46 -1.07
O 4.971241 1.781911 3.950473 -0.32 -1.12 0.90
H -5.039979 -1.589279 3.031703 0.18 0.33 0.04
O 1.055771 -2.885169 -1.347577 -0.05 -0.65 -0.03
H 3.645121 1.822561 -1.779077 -0.56 -0.44 0.25
H 0.284421 -1.283809 5.325413 -0.36 0.15 0.42
H 0.102761 1.067261 1.128623 -0.31 -0.45 -0.36
H -2.146489 -0.962849 2.459803 -0.10 0.69 -0.44
H -2.271069 -2.726719 -4.179447 -0.11 0.03 -0.64
H 1.391211 -2.198159 0.501973 0.30 -0.52 0.80
H -3.974849 -2.733069 1.011433 0.61 -0.42 0.38
H 0.260431 -4.487689 -4.361847 -0.34 -0.33 -0.30
H 3.893801 3.933271 3.012403 0.24 0.62 -0.29
O -2.452339 -1.827869 2.177303 -0.39 -1.99 -0.69
C 4.337871 3.300961 2.243583 -0.97 -0.58 0.34